[1]
ORCA calculation (ωB97M-V with the def2-TZVPD basis set) on a single C4H7N3S molecule.

Properties
**Maximum force**: 3.1 eV/A
**2S+1**: 1
**LUMO**: 0.72 eV

Each atom is followed by the atoms it is bonded to, with distances in Å.
Atoms and positions in Å:
1 N -0.60637 -0.81976 1.90611  C2 1.380, H9 1.010, H10 1.009
2 C 0.14211 0.00225 1.08902  N1 1.380, N3 1.364, C6 1.375
3 N 1.22942 0.67983 1.55738  C2 1.364, C4 1.306
4 C 1.66256 1.40877 0.56344  N3 1.306, N5 1.350, H11 1.070
5 N 0.92125 1.23498 -0.55159  C4 1.350, C6 1.377, H12 1.007
6 C -0.07148 0.33735 -0.22711  C2 1.375, N5 1.377, C7 1.616
7 C -1.17111 -0.14685 -1.30778  C6 1.616, S8 1.821, H13 1.088, H14 1.086
8 S -1.34556 -1.95923 -1.29651  C7 1.821, H15 1.337
9 H -1.06642 -1.57281 1.41457  N1 1.010
10 H -0.08507 -1.11645 2.71769  N1 1.009
11 H 2.50779 2.06326 0.61565  C4 1.070
12 H 1.02803 1.69415 -1.44090  N5 1.007
13 H -2.14662 0.24164 -1.02353  C7 1.088
14 H -0.88976 0.19704 -2.29927  C7 1.086
15 H -0.10876 -2.24418 -1.71718  S8 1.337

***

[2]
ORCA calculation (ωB97M-V with the def2-TZVPD basis set) on a single C4H7N3Se molecule.

Properties
**Maximum force**: 3.6 eV/A
**2S+1**: 1
**LUMO**: 0.10 eV

Each atom is followed by the atoms it is bonded to, with distances in Å.
Atoms and positions in Å:
1 C -0.78102 -0.65823 -0.06648  C3 1.525, N5 1.396, N7 1.259
2 C -2.50119 -0.07815 2.20192  N6 1.204, Se8 1.790
3 C -0.35860 -1.04691 -1.47959  C1 1.525, H9 1.070, H10 1.053, H11 1.163
4 C 0.85882 0.94552 0.36095  N7 1.390, H12 1.093, H13 1.160, H14 1.082
5 N -1.84521 -1.44662 0.37433  C1 1.396, N6 1.245
6 N -2.46279 -0.83553 1.26653  C2 1.204, N5 1.245
7 N -0.29780 0.24050 0.67135  C1 1.259, C4 1.390
8 Se -3.51074 1.32700 2.66258  C2 1.790, H15 1.488
9 H 0.67040 -0.86674 -1.71180  C3 1.070
10 H -0.58355 -2.07515 -1.45076  C3 1.053
11 H -1.12041 -0.53033 -2.18967  C3 1.163
12 H 1.68478 0.60408 0.98947  C4 1.093
13 H 1.08910 0.74300 -0.75810  C4 1.160
14 H 0.81593 2.02633 0.38298  C4 1.082
15 H -2.87687 1.16154 3.99838  Se8 1.488

***

[3]
ORCA calculation (ωB97M-V with the def2-TZVPD basis set) on a gas-phase ion, C4H7N4O4 (charge +1).

Properties
**Total charge**: +1
**Maximum force**: 3.3 eV/A
**2S+1**: 1
**LUMO**: -4.03 eV

Each atom is followed by the atoms it is bonded to, with distances in Å.
Atoms and positions in Å:
1 C -0.99604 -1.44251 0.95748  N2 1.457, H13 1.163, H14 1.172, H15 1.135
2 N -0.33951 -0.27363 0.38808  C1 1.457, C3 1.385, C8 1.402
3 C -0.94502 0.58205 -0.51700  N2 1.385, N4 1.336, N5 1.308
4 N -2.09258 0.30460 -1.14280  C3 1.336, H16 1.008, H17 1.086
5 N -0.26777 1.70145 -0.53546  C3 1.308, C6 1.396, H18 1.020
6 C 0.89443 1.67028 0.23782  N5 1.396, O7 1.173, C8 1.538
7 O 1.63867 2.56428 0.38906  C6 1.173
8 C 0.79736 0.31522 0.95960  N2 1.402, C6 1.538, O9 1.390, H19 1.167
9 O 1.89186 -0.53616 0.85690  C8 1.390, N10 1.535
10 N 2.40158 -0.87027 -0.55188  O9 1.535, O11 1.174, O12 1.167
11 O 1.91612 -0.16542 -1.35565  N10 1.174
12 O 3.04853 -1.83605 -0.64991  N10 1.167
13 H -2.13163 -1.30204 0.74675  C1 1.163
14 H -0.93527 -2.38175 0.25868  C1 1.172
15 H -0.68825 -1.58932 2.03970  C1 1.135
16 H -2.51667 1.04299 -1.68280  N4 1.008
17 H -2.18946 -0.76697 -1.29077  N4 1.086
18 H -0.19738 2.46055 -1.21303  N5 1.020
19 H 0.71106 0.52271 2.10521  C8 1.167

***

ΔE to the lowest compared entry with this formula, charge and spin values (in kcal/mol) by entry order: 16.5; 0.0; 0.0.
HOMO values (in eV) by entry order: -7.59; -8.50; -14.91.